A:
# C5H11NO

A single C5H11NO molecule (ωB97M-V/def2-TZVPD, the OMol25 dataset).

Summary:
Total charge: 0
Structure (SMILES): CCN[C@H](C)C=O
Highest occupied orbital energy (Ha): -0.334
Spin multiplicity: 1

The geometry in XYZ format:
```
18
Properties=species:S:1:pos:R:3:lowdin_charge:R:1
C -0.481 1.206 -1.845 -0.1058
C -0.623 -0.283 -1.475 -0.2686
N 0.463 -0.644 -0.544 -0.0515
C 0.068 0.675 1.547 -0.0441
C 0.056 -0.704 0.845 -0.3529
C 0.951 -1.694 1.633 -0.2059
O 1.136 -1.575 2.815 0.0480
H -1.131 1.865 -2.433 0.0668
H -0.332 1.873 -0.998 0.0583
H 0.286 1.142 -2.637 0.0758
H -1.629 -0.449 -1.064 0.1043
H -0.691 -0.903 -2.380 0.1023
H 1.185 0.036 -0.744 0.1015
H 0.653 1.402 1.008 0.0643
H 0.544 0.623 2.527 0.0643
H -0.968 0.967 1.791 0.0858
H -0.960 -1.129 0.946 0.1470
H 1.472 -2.408 1.010 0.1104
```

B:
# C5H11NO

A single C5H11NO molecule (ωB97M-V/def2-TZVPD, the OMol25 dataset).

Summary:
Total charge: 0
Structure (SMILES): C[C@H](N)CCC=O
Highest occupied orbital energy (Ha): -0.350
Spin multiplicity: 1

The geometry in XYZ format:
```
18
Properties=species:S:1:pos:R:3:lowdin_charge:R:1
C -0.154 1.699 0.155 -0.0620
C -0.477 0.698 -0.947 -0.4456
C 0.277 -0.646 -0.786 -0.1800
C 0.300 -1.251 0.615 -0.1631
C 1.606 -0.932 1.320 -0.2827
O 1.671 -0.345 2.366 0.0530
N -1.937 0.484 -0.895 0.0275
H -0.421 1.258 1.121 0.0685
H 0.922 1.805 0.271 0.0827
H -0.737 2.600 -0.006 0.0817
H -0.174 1.062 -1.925 0.1280
H 1.306 -0.496 -1.128 0.1079
H -0.111 -1.380 -1.492 0.1045
H 0.192 -2.336 0.628 0.1184
H -0.432 -0.815 1.299 0.1046
H 2.532 -1.296 0.825 0.1262
H -2.178 0.205 0.052 0.0645
H -2.184 -0.316 -1.471 0.0659
```

Stability summary - winner: B; margin: 1.057 eV.

A:
# C4H12S

2 unconnected molecules or ions with the total composition C4H12S (ωB97M-V/def2-TZVPD, the OMol25 dataset).

Summary:
Total charge: 0
Structure (SMILES): CCS.CC
Highest occupied orbital energy (Ha): -0.333
Spin multiplicity: 1

The geometry in XYZ format:
```
17
Properties=species:S:1:pos:R:3:lowdin_charge:R:1
C 0.114 0.343 -1.778 -0.6360
C 0.971 -0.540 -0.910 -0.2113
S 0.097 2.053 -1.253 0.6937
H 0.560 0.406 -2.765 0.0533
H -0.893 -0.055 -1.871 0.0684
H 1.114 -0.302 0.140 0.0436
H -0.951 2.024 -0.423 -0.1546
H 2.013 -0.540 -1.237 0.0675
H 0.775 -1.621 -0.838 0.0713
C -0.951 -1.517 1.920 -0.1688
C -0.157 -2.214 3.022 -0.1653
H -1.992 -1.319 2.165 0.0644
H -0.479 -0.600 1.569 0.0401
H -0.892 -2.152 1.031 0.0562
H -0.507 -1.922 4.010 0.0571
H 0.912 -2.034 2.998 0.0578
H -0.288 -3.301 2.997 0.0625
```

B:
# C4H12S

2 unconnected molecules or ions with the total composition C4H12S (ωB97M-V/def2-TZVPD, the OMol25 dataset).

Summary:
Total charge: 0
Structure (SMILES): CSC.CC
Highest occupied orbital energy (Ha): -0.310
Spin multiplicity: 1

The geometry in XYZ format:
```
17
Properties=species:S:1:pos:R:3:lowdin_charge:R:1
C 1.583 0.865 -0.431 -0.1418
C 3.152 0.717 -0.060 -0.0964
H 1.165 1.641 0.105 0.0187
H 1.427 1.086 -1.422 0.0391
H 1.118 -0.099 -0.238 -0.0112
H 3.334 1.179 0.897 0.0538
H 3.850 1.160 -0.840 0.0845
H 3.346 -0.244 -0.036 -0.0145
C -1.658 0.640 0.109 -0.4556
C -2.575 -2.140 0.354 -0.4079
S -1.128 -1.055 -0.004 0.7313
H -2.271 0.946 1.020 0.0643
H -0.595 1.148 0.229 0.0238
H -2.059 1.037 -0.806 0.0179
H -3.272 -1.495 0.961 0.0394
H -2.247 -3.052 0.785 -0.0001
H -3.169 -2.333 -0.623 0.0546
```

Stability summary - winner: A; margin: 0.947 eV.